Record 1
DFT (ωB97M-V/def2-TZVPD) results for a molecular structure, C3H3CuFO2.

Properties
2S+1: 1
Net charge: +1
Relative energy (zero: lowest compared OMol25 entry of this formula, charge and spin), eV: 0.517

Last column: natural (NBO) charge in e.
Positions of all 10 atoms, in Å:
F (4.481, -0.011, -0.002)  -0.60
H (5.299, -0.539, -0.025)  0.61
H (-2.848, 0.783, 0.724)  0.32
O (-1.082, -0.589, 0.678)  -0.42
O (-0.658, 0.905, -0.798)  -0.49
C (-2.343, -0.150, 0.133)  -0.30
C (-1.981, 0.886, -0.790)  0.31
C (-0.108, -0.052, 0.054)  0.39
H (-2.943, -0.985, -0.250)  0.30
Cu (2.184, -0.248, 0.276)  0.87

=====

Record 2
DFT (ωB97M-V/def2-TZVPD) results for a gas-phase ion, C8H13F3N5O4S (charge +1).

Properties
SMILES: CCOn1c(NS(=O)(=O)C(F)(F)F)nc[n+]1CCC(N)=O
2S+1: 1
Net charge: +1

Last column: natural (NBO) charge in e.
Positions of all 34 atoms, in Å:
C (-1.331, 3.194, -0.925)  -0.66
C (-0.362, 2.170, -0.088)  -0.12
O (-1.159, 1.449, 0.916)  -0.29
N (-0.793, 0.152, 0.985)  0.11
C (0.478, -0.517, 1.471)  0.54
N (1.583, 0.205, 1.935)  -0.83
S (3.081, -0.565, 2.455)  1.95
O (2.891, -1.992, 3.032)  -0.75
O (3.937, -0.748, 1.141)  -0.79
C (4.123, 0.489, 3.602)  0.79
F (4.788, -0.442, 4.563)  -0.26
F (3.280, 1.527, 4.247)  -0.31
F (5.186, 1.143, 2.765)  -0.28
N (0.321, -2.023, 1.340)  -0.42
C (-1.040, -2.352, 0.769)  0.22
N (-1.574, -0.921, 0.589)  -0.18
C (-2.978, -0.881, -0.041)  -0.24
C (-2.756, -1.461, -1.594)  -0.51
C (-1.350, -0.864, -2.273)  0.66
N (-0.106, -1.686, -2.531)  -0.84
O (-1.342, 0.436, -2.636)  -0.60
H (-0.873, 3.434, -1.999)  0.26
H (-1.431, 4.208, -0.344)  0.24
H (-2.431, 2.783, -1.073)  0.24
H (0.233, 1.463, -0.809)  0.24
H (0.411, 2.839, 0.506)  0.19
H (1.453, 1.256, 1.939)  0.47
H (-1.535, -3.377, 0.495)  0.32
H (-3.290, 0.266, -0.124)  0.27
H (-3.773, -1.489, 0.564)  0.27
H (-2.635, -2.641, -1.603)  0.23
H (-3.696, -1.230, -2.285)  0.29
H (0.658, -1.061, -2.927)  0.41
H (0.320, -2.065, -1.650)  0.39

=====

Record 3
DFT (ωB97M-V/def2-TZVPD) results for C21H27NO3 in the gas phase.

Properties
SMILES: CCCNC[C@H](O)COc1ccccc1C(=O)CCc1ccccc1
2S+1: 1
Net charge: 0
Relative energy (zero: lowest compared OMol25 entry of this formula, charge and spin), eV: 2.919

Last column: natural (NBO) charge in e.
Positions of all 52 atoms, in Å:
C (-1.175, 3.343, -4.971)  -0.61
C (-2.235, 3.045, -3.916)  -0.40
C (-1.772, 3.360, -2.495)  -0.21
N (-0.785, 2.395, -2.043)  -0.64
C (-0.248, 2.665, -0.722)  -0.25
C (-1.213, 2.231, 0.398)  0.07
O (-0.609, 2.370, 1.652)  -0.73
C (-1.700, 0.783, 0.173)  -0.09
O (-0.621, -0.117, 0.317)  -0.53
C (0.147, -0.462, -0.741)  0.43
C (-0.316, -0.659, -2.039)  -0.28
C (0.541, -1.125, -3.019)  -0.17
C (1.862, -1.424, -2.725)  -0.25
C (2.331, -1.243, -1.437)  -0.17
C (1.493, -0.748, -0.446)  -0.25
C (2.014, -0.438, 0.911)  0.64
O (1.807, 0.626, 1.451)  -0.58
C (2.812, -1.536, 1.583)  -0.51
C (2.186, -1.816, 2.960)  -0.43
C (0.710, -2.074, 2.818)  0.06
C (-0.216, -1.143, 3.266)  -0.23
C (-1.572, -1.359, 3.093)  -0.19
C (-2.017, -2.506, 2.461)  -0.22
C (-1.101, -3.440, 2.010)  -0.20
C (0.253, -3.226, 2.190)  -0.25
H (-1.577, 3.171, -5.967)  0.21
H (-0.304, 2.703, -4.845)  0.20
H (-0.855, 4.381, -4.907)  0.20
H (-2.514, 1.992, -3.966)  0.20
H (-3.125, 3.642, -4.128)  0.20
H (-2.628, 3.298, -1.817)  0.19
H (-1.389, 4.396, -2.453)  0.16
H (-0.020, 2.372, -2.710)  0.36
H (-0.009, 3.731, -0.569)  0.18
H (0.679, 2.097, -0.603)  0.21
H (-2.091, 2.885, 0.415)  0.17
H (0.163, 1.780, 1.682)  0.50
H (-2.404, 0.513, 0.963)  0.20
H (-2.184, 0.709, -0.802)  0.19
H (-1.342, -0.445, -2.289)  0.23
H (0.168, -1.266, -4.023)  0.21
H (2.522, -1.791, -3.495)  0.22
H (3.365, -1.447, -1.204)  0.21
H (3.843, -1.201, 1.716)  0.24
H (2.803, -2.437, 0.970)  0.22
H (2.684, -2.679, 3.409)  0.22
H (2.344, -0.949, 3.603)  0.22
H (0.124, -0.237, 3.745)  0.22
H (-2.279, -0.625, 3.450)  0.21
H (-3.075, -2.674, 2.319)  0.21
H (-1.442, -4.339, 1.515)  0.21
H (0.963, -3.962, 1.839)  0.21

=====

Record 4
DFT (ωB97M-V/def2-TZVPD) results for C3H6FN3S in the gas phase.

Properties
SMILES: N/N=C\C(CF)=N\S
2S+1: 1
Net charge: 0
Relative energy (zero: lowest compared OMol25 entry of this formula, charge and spin), eV: 0.452

Last column: natural (NBO) charge in e.
Positions of all 14 atoms, in Å:
N (-1.131, 2.221, 1.088)  -0.59
N (0.068, 2.413, 0.564)  -0.15
C (0.692, 1.444, -0.010)  -0.11
C (0.294, 0.042, -0.145)  0.17
C (1.232, -0.890, -0.862)  -0.01
F (2.365, -0.255, -1.298)  -0.35
N (-0.834, -0.364, 0.335)  -0.61
S (-1.238, -2.014, 0.158)  0.17
H (-1.487, 1.284, 1.224)  0.40
H (-1.459, 2.950, 1.680)  0.37
H (1.655, 1.735, -0.407)  0.21
H (0.693, -1.328, -1.710)  0.19
H (1.522, -1.680, -0.155)  0.19
H (-2.433, -1.903, 0.712)  0.12

=====

| no. | Kohn-Sham gap (eV) |
| --- | --- |
| 1 | 9.004 |
| 2 | 8.706 |
| 3 | 9.078 |
| 4 | 8.891 |